Molecular formula: C36H49F9O32PS
Method: DFT, the ωB97M-V functional and the def2-TZVPD basis

```
! wB97M-V def2-TZVPD RIJCOSX def2/J DEFGRID3
* xyz 1 1
C -1.0464 -0.1055 -4.3310
C -0.6345 0.1260 -2.8820
O -1.3429 -0.8332 -2.0326
P -0.6587 -1.4655 -0.7642
O -1.5537 -1.5888 0.3963
C 0.7915 -0.4764 -0.3093
C 1.0446 -0.5836 1.1912
S 2.2873 0.6713 1.5426
C 3.8606 -0.1981 1.2630
C 4.5437 0.4756 0.0588
C 2.1617 1.1392 3.2570
O 2.3713 0.0298 4.0758
O 1.9355 0.4956 5.3680
O -0.0344 -2.8589 -1.1940
C -0.0081 -3.2125 -2.6093
C -1.3554 -3.7385 -3.0952
H -1.1260 -1.1780 -4.4755
H -0.2376 0.2615 -4.9598
H -1.9733 0.4005 -4.5733
H -0.9296 1.1160 -2.5400
H 0.4436 0.0026 -2.8182
H 0.6099 0.5618 -0.5887
H 1.6518 -0.8159 -0.8859
H 0.1542 -0.4308 1.7959
H 1.4602 -1.5606 1.4295
H 3.5658 -1.2023 0.9733
H 4.4612 -0.2006 2.1640
H 4.8191 -0.2579 -0.6927
H 3.8991 1.2196 -0.4015
H 5.4509 0.9824 0.3737
H 1.1511 1.5373 3.3855
H 2.8749 1.9531 3.4096
H 1.9862 -0.3137 5.8878
H 0.3508 -2.3826 -3.2087
H 0.7298 -4.0054 -2.6992
H -1.2132 -4.5626 -3.7855
H -1.9091 -2.9526 -3.6010
H -1.9245 -4.0662 -2.2278
C -4.4833 3.6856 -6.0458
C -5.4639 2.8156 -6.8026
O -4.6100 2.0649 -7.6502
C -3.3965 1.9732 -7.0479
O -2.5399 1.2237 -7.3800
O -3.3121 2.8467 -6.0201
F -6.3204 3.5376 -7.5573
H -4.2635 4.6013 -6.5855
H -4.8045 3.9278 -5.0387
H -6.0398 2.1269 -6.1815
C -2.2253 -3.6134 2.6938
C -2.3378 -3.1033 4.1123
O -2.7864 -4.2399 4.8193
C -2.3509 -5.3496 4.1439
O -2.3413 -6.4436 4.5860
O -1.9164 -4.9979 2.9111
F -3.2503 -2.1067 4.2417
H -3.1739 -3.5255 2.1646
H -1.4524 -3.1251 2.1118
H -1.3955 -2.7633 4.5482
C -5.1490 -1.1304 7.0454
C -4.0370 -0.5499 7.8907
O -4.5083 0.7559 8.1606
C -5.8749 0.7193 8.1239
O -6.5784 1.5686 8.5476
O -6.2938 -0.4318 7.5505
F -2.8599 -0.4688 7.2131
H -5.0115 -0.8952 5.9894
H -5.2702 -2.2031 7.1639
H -3.8660 -1.0686 8.8313
C 5.0566 -1.9173 -4.2289
C 3.8145 -2.7781 -4.1134
O 3.0266 -2.0334 -3.1863
C 3.3730 -0.7328 -3.2960
O 2.7572 0.1713 -2.8285
O 4.5246 -0.5988 -3.9911
F 4.0784 -3.9917 -3.5917
H 5.7818 -2.1616 -3.4519
H 5.5354 -1.9645 -5.2019
H 3.2500 -2.9011 -5.0383
C -0.6409 -3.3573 -8.8208
C -1.6454 -2.3428 -8.3116
O -1.4611 -2.4305 -6.9037
C -0.1915 -2.8398 -6.6733
O 0.3459 -2.7727 -5.6146
O 0.3712 -3.3112 -7.8014
F -2.9153 -2.6792 -8.6168
H -1.0759 -4.3564 -8.8529
H -0.2199 -3.1085 -9.7898
H -1.4642 -1.3146 -8.6279
C 8.5301 -0.9535 3.1463
C 7.1591 -1.5726 2.9771
O 6.9579 -1.4902 1.5794
C 8.1945 -1.5012 0.9793
O 8.3685 -1.6863 -0.1725
O 9.1545 -1.2803 1.9004
F 6.1833 -0.8552 3.6036
H 8.4613 0.1307 3.2458
H 9.0949 -1.3624 3.9784
H 7.0844 -2.6138 3.2919
C 6.5845 3.2525 -3.8461
C 6.6664 1.8696 -3.2373
O 6.7267 2.1485 -1.8460
C 6.0703 3.3228 -1.6481
O 5.6601 3.6906 -0.5975
O 5.9036 3.9784 -2.8127
F 7.7849 1.2088 -3.6201
H 7.5786 3.6702 -4.0065
H 6.0166 3.2917 -4.7706
H 5.8013 1.2281 -3.4041
C -3.3809 0.3798 13.1137
C -4.0053 -0.0731 11.8122
O -4.6454 -1.2743 12.1802
C -4.9565 -1.1940 13.5128
O -5.6966 -1.9171 14.0761
O -4.2917 -0.1545 14.0764
F -3.0742 -0.3460 10.8543
H -2.3968 -0.0705 13.2524
H -3.3079 1.4590 13.2103
H -4.7412 0.6171 11.3952
C -5.0199 8.3996 -2.5374
C -6.2999 7.6176 -2.7447
O -6.1934 7.2248 -4.1041
C -4.8729 7.1639 -4.4210
O -4.4387 6.6536 -5.3986
O -4.1306 7.7610 -3.4633
F -7.4034 8.3774 -2.5821
H -5.1501 9.4447 -2.8190
H -4.6289 8.3377 -1.5264
H -6.3925 6.7253 -2.1231
*
```

Computed properties:
* lowest unoccupied orbital energy: -2.099 eV
* HOMO-LUMO gap: 0.3862 Ha
* ΔE to the lowest compared entry with this formula, charge and spin: 12.1 kcal per mole

=====

Molecular formula: C20H27CdN2S5
Method: DFT, the ωB97M-V functional and the def2-TZVPD basis

```
! wB97M-V def2-TZVPD RIJCOSX def2/J DEFGRID3
* xyz 1 1
Cd -0.8902 -0.9646 0.2254
C -0.0708 1.8913 -1.4129
C 2.2806 0.8930 -1.1140
S 1.7520 -0.8552 -1.1504
C 2.8340 -1.5039 0.1714
C 2.4611 -2.9332 0.5196
S 0.8407 -3.1306 1.3177
C 1.2024 -2.8342 3.0711
C 1.4620 -1.3955 3.4767
S 0.1085 -0.2780 2.9642
C 1.1166 1.2218 2.7386
C 0.2529 2.4446 2.5351
S -0.8689 2.3502 1.1077
H -0.2655 1.1344 -2.1594
H -0.6112 2.8209 -1.5528
H 3.1322 0.9405 -0.4341
H 2.6342 1.1223 -2.1176
H 2.7370 -0.8412 1.0287
H 3.8592 -1.4726 -0.1986
H 3.2110 -3.3768 1.1746
H 2.4025 -3.5389 -0.3856
H 2.0508 -3.4624 3.3429
H 0.3173 -3.2141 3.5821
H 2.3906 -1.0154 3.0539
H 1.5391 -1.3445 4.5631
H 1.7652 1.0688 1.8746
H 1.7262 1.3572 3.6319
H 0.8843 3.3258 2.4316
H -0.4279 2.5943 3.3739
S -5.2417 -2.1671 -0.3537
C -4.8657 -2.5525 1.2644
C -3.5770 -2.2412 1.5843
C -2.8690 -1.6460 0.5084
C -3.6472 -1.5273 -0.6106
C -3.2192 -1.0419 -1.9230
C -4.1332 -0.6936 -2.9213
C -3.6700 -0.2963 -4.1593
C -2.3007 -0.2694 -4.3931
C -1.4621 -0.6191 -3.3532
N -1.8935 -0.9721 -2.1424
H -5.6170 -3.0034 1.8946
H -3.1620 -2.4137 2.5673
H -5.1934 -0.7387 -2.7128
H -4.3654 -0.0168 -4.9395
H -1.8965 0.0043 -5.3571
H -0.3862 -0.6477 -3.4988
C 2.6170 3.9264 -1.4383
C 1.8307 3.2546 -0.3118
C 1.2311 1.9276 -0.7249
N 0.0461 1.3911 -0.0329
H 3.0508 4.8555 -1.0722
H 1.9608 4.1669 -2.2756
H 3.4298 3.2997 -1.8047
H 1.0225 3.9197 -0.0038
H 2.4852 3.0969 0.5511
*
```

Computed properties:
* lowest unoccupied orbital energy: -2.055 eV
* HOMO-LUMO gap: 0.3104 Ha

=====

Molecular formula: C6H13N
Method: DFT, the ωB97M-V functional and the def2-TZVPD basis

```
! wB97M-V def2-TZVPD RIJCOSX def2/J DEFGRID3
* xyz 0 1
C -1.3848 1.6695 0.2304
C -0.7653 0.2944 0.4172
N -1.1708 -0.6477 -0.4478
C -1.3218 -1.9828 0.0660
C 0.9334 0.4189 -0.0048
C 1.6886 -0.8821 0.1623
C 1.3743 1.2820 -1.0175
H -2.3942 1.6534 0.6556
H -0.8159 2.4568 0.7396
H -1.4815 1.8972 -0.8347
H -0.7449 0.0145 1.4876
H -0.5139 -2.6676 -0.2522
H -1.3745 -2.0369 1.1702
H -2.2502 -2.4236 -0.3271
H 2.7771 -0.7508 0.1115
H 1.4469 -1.3330 1.1281
H 1.4021 -1.5842 -0.6255
H 0.9345 2.2708 -1.1454
H 2.0875 0.9678 -1.7813
H 1.5877 1.3665 0.3997
*
```

Computed properties:
* lowest unoccupied orbital energy (alpha / beta): 0.544 / 0.042 eV
* HOMO-LUMO gap (alpha / beta): 0.3098 / 0.2491 Ha
* ΔE to the lowest compared entry with this formula, charge and spin: 116.3 kcal per mole

=====

Molecular formula: C3H12N2O2
Method: DFT, the ωB97M-V functional and the def2-TZVPD basis

```
! wB97M-V def2-TZVPD RIJCOSX def2/J DEFGRID3
* xyz 0 1
C -0.2836 -0.5280 0.4806
N -0.2371 0.6232 -0.3916
C -0.6907 1.8565 0.2247
O -0.1994 2.9728 -0.4864
C -0.6448 -1.7897 -0.2886
N -2.0041 -1.7483 -0.8049
H 0.6883 -0.7358 0.9518
H -0.9585 -0.3952 1.3292
H 0.6940 0.7566 -0.7552
H -0.4050 1.9700 1.2767
H -1.7681 1.9317 0.1536
H 0.7536 3.0137 -0.3484
H -0.5224 -2.6657 0.3373
H 0.0825 -1.8767 -1.1043
H -2.4537 -0.8677 -0.6057
H -2.1436 -1.9497 -1.7889
H 3.5155 0.3765 0.0900
H 3.1647 -0.9295 0.7645
O 3.4124 -0.0148 0.9657
*
```

Computed properties:
* lowest unoccupied orbital energy: 0.395 eV
* HOMO-LUMO gap: 0.3443 Ha
* SMILES string: NCCNCO.O
* ΔE to the lowest compared entry with this formula, charge and spin: 36.7 kcal per mole

=====

Molecular formula: C2H2FO2P
Method: DFT, the ωB97M-V functional and the def2-TZVPD basis

```
! wB97M-V def2-TZVPD RIJCOSX def2/J DEFGRID3
* xyz 0 1
C -1.6397 -2.0822 -0.8447
C 1.2044 2.3398 1.4825
O -0.3918 0.0339 0.8768
O -2.2942 -2.9528 -0.5812
F 0.4568 -0.3750 -1.7847
P 0.7737 0.9151 0.8403
H 2.0899 2.9948 1.4904
H -0.1991 -0.8736 -1.4794
*
```

Computed properties:
* lowest unoccupied orbital energy (alpha / beta): -1.898 / -1.897 eV
* HOMO-LUMO gap (alpha / beta): 0.2928 / 0.2928 Ha
* ΔE to the lowest compared entry with this formula, charge and spin: 99.3 kcal per mole

=====

Molecular formula: H2N3O2
Method: DFT, the ωB97M-V functional and the def2-TZVPD basis

```
! wB97M-V def2-TZVPD RIJCOSX def2/J DEFGRID3
* xyz -1 1
N 0.5856 -0.4361 0.5756
N 0.7298 -0.1235 -1.1775
N -0.3664 0.2461 1.0020
O -1.0781 1.0339 0.3237
O -0.6446 0.0707 2.2237
H -0.0081 0.3658 -1.5499
H 0.7817 -1.1569 -1.3977
*
```

Computed properties:
* lowest unoccupied orbital energy: 5.026 eV
* HOMO-LUMO gap: 0.3291 Ha
* ΔE to the lowest compared entry with this formula, charge and spin: 59.2 kcal per mole

=====

Molecular formula: C4H8ClOP
Method: DFT, the ωB97M-V functional and the def2-TZVPD basis

```
! wB97M-V def2-TZVPD RIJCOSX def2/J DEFGRID3
* xyz 0 1
C 1.5667 1.4132 0.0661
C -0.3356 -1.7422 0.7235
C -0.2134 -1.0253 -1.8771
C 2.3670 1.2538 1.1084
O 0.8663 1.7677 -0.7806
P -1.4263 -1.3267 -0.7520
Cl -3.7254 2.3483 0.3838
H -0.2252 -0.9683 1.4886
H 0.6726 -1.9642 0.3750
H -0.9043 -2.6483 1.0899
H -4.0290 2.1591 -0.8133
H 0.8338 -0.7394 -1.5921
H -0.6484 -0.7709 -2.7666
H 2.7522 2.0202 1.8709
H 2.4490 0.2228 1.4755
*
```

Computed properties:
* lowest unoccupied orbital energy: 0.364 eV
* HOMO-LUMO gap: 0.3556 Ha
* SMILES string: C=C=O.C=PC.Cl
* ΔE to the lowest compared entry with this formula, charge and spin: 94.3 kcal per mole